Entry from the OMol25 dataset: C31H33ClN2O2RhSi2 as an isolated structure at a distorted geometry (wB97M-V/def2-TZVPD).

Each line ends with the Mulliken spin population.
Positions of all 72 atoms, in Å:
C -2.160 -1.073 4.976  -0.0101
C -2.677 -0.519 3.749  0.2807
C -2.224 -1.338 2.651  0.0451
H -3.286 0.383 3.637  0.0252
C -1.438 -2.410 3.196  0.1928
C -1.432 -2.268 4.623  0.1238
H -0.907 -2.935 5.308  0.0280
H -2.355 -0.698 5.991  0.0126
H -2.407 -1.156 1.582  0.0040
H -0.920 -3.189 2.606  0.0611
Rh -0.677 -0.650 3.773  2.1526
Si -0.695 -0.282 -2.675  0.2147
C -0.191 1.288 -3.599  0.0873
C 1.135 1.311 -4.049  0.0052
H 1.800 0.458 -3.843  -0.0030
C 1.625 2.439 -4.724  -0.0153
H 2.678 2.466 -4.993  0.0001
C 0.789 3.533 -5.007  0.0338
H 1.189 4.424 -5.521  0.0020
C -0.547 3.457 -4.614  -0.0087
H -1.202 4.322 -4.818  0.0000
C -1.063 2.337 -3.942  0.0536
H -2.119 2.285 -3.631  0.0027
C 0.148 -1.570 -3.716  0.0155
C -0.238 -1.711 -5.061  0.0007
H -0.980 -1.022 -5.489  0.0003
C 0.372 -2.723 -5.829  0.0052
H 0.096 -2.832 -6.876  0.0005
C 1.339 -3.580 -5.284  -0.0018
H 1.783 -4.387 -5.876  -0.0003
C 1.778 -3.355 -3.977  0.0114
H 2.576 -3.947 -3.526  0.0003
C 1.210 -2.338 -3.205  0.0838
H 1.598 -2.137 -2.199  -0.0415
H -2.128 -0.193 -2.872  0.0141
Si 1.457 0.348 -0.377  0.2169
C 0.320 -1.332 -0.441  0.0713
C -1.091 -1.430 -0.654  -0.0549
H -1.776 -0.566 -0.720  0.0140
C -1.774 -2.673 -0.531  0.0170
H -2.848 -2.716 -0.784  0.0038
C -1.090 -3.805 -0.105  0.0219
H -1.632 -4.761 0.034  0.0026
C 0.279 -3.710 0.229  0.0093
H 0.802 -4.586 0.669  0.0025
C 0.973 -2.489 0.038  0.1182
H 2.071 -2.465 0.221  0.0035
C 0.255 1.817 -0.233  0.0912
C -0.934 1.580 0.474  -0.1015
H -1.106 0.582 0.897  0.0544
C -1.926 2.556 0.523  -0.0506
H -2.861 2.316 1.041  0.0010
C -1.703 3.783 -0.112  0.0318
H -2.473 4.547 -0.062  0.0021
C -0.493 4.053 -0.772  -0.0209
H -0.323 5.022 -1.260  -0.0003
C 0.495 3.065 -0.843  0.0587
H 1.433 3.224 -1.402  0.0067
H 2.863 0.752 -0.086  0.0066
Cl 1.247 -0.143 1.999  0.0705
C 3.333 0.494 6.790  -0.0005
O 2.478 1.480 6.163  0.0052
C 1.470 1.029 5.408  -0.0083
O 1.219 -0.193 5.176  0.0250
N 0.704 2.030 4.937  -0.0017
N -0.331 1.736 3.951  0.0523
H 2.763 -0.194 7.424  0.0001
H 4.065 1.067 7.370  0.0002
H 3.846 -0.102 6.036  -0.0007
H 1.052 2.985 4.989  0.0011
H -0.046 2.075 3.011  -0.0180
H -1.184 2.235 4.238  -0.0071

Results
* charge: +1
* E: -71030.3482 eV
* strongest force on any atom: 12.2 eV/A
* energy above the lowest of the compared OMol25 structures with the same formula, charge and spin: 96.1 kJ/mol
* orbital gap (alpha / beta): 0.1828 / 0.2319 Eh
* highest occupied orbital energy (alpha / beta): -8.6 / -11.0 eV
* 2S+1: 5

---

Entry from the OMol25 dataset: a 3-piece molecular cluster, C3H3BrO overall at a distorted geometry (wB97M-V/def2-TZVPD).

Each line ends with the natural charge from an NBO analysis.
Positions of all 8 atoms, in Å:
C 0.623 1.118 0.220  -0.2438
C 0.793 0.684 1.294  -0.2228
C 0.251 -0.881 -1.519  0.4895
O 1.344 -1.191 -1.597  -0.4891
Br -2.363 -1.086 0.661  -0.1796
H 0.250 1.178 -0.768  0.2206
H -2.172 -0.586 -0.562  0.1834
H 1.275 0.764 2.271  0.2419

Results
* charge: 0
* E: -75246.2219 eV
* strongest force on any atom: 5.1 eV/A
* energy above the lowest of the compared OMol25 structures with the same formula, charge and spin: 222.7 kJ/mol
* orbital gap: 0.4163 Eh
* highest occupied orbital energy: -10.6 eV
* 2S+1: 1

---

Entry from the OMol25 dataset: C23H18N3O3Tc as an isolated structure (wB97M-V/def2-TZVPD).

Each line ends with the Mulliken spin population.
Positions of all 48 atoms, in Å:
Tc -1.260 0.948 -0.251  1.0125
C -2.788 4.989 -0.515  -0.0026
O -1.517 5.627 -0.623  -0.0014
C -0.387 4.971 -0.949  -0.0129
C 0.685 5.802 -1.280  -0.0012
C 1.917 5.297 -1.647  -0.0005
C 2.108 3.930 -1.695  -0.0065
C 1.068 3.068 -1.346  -0.0282
C 1.341 1.658 -1.423  0.0020
N 0.547 0.718 -1.049  -0.0280
N 0.928 -0.598 -1.257  0.0012
C -0.081 -1.375 -1.088  0.0096
O -1.309 -0.827 -0.852  0.0234
C 0.018 -2.826 -1.068  -0.0007
C 1.271 -3.438 -1.144  0.0002
C 1.367 -4.811 -1.027  -0.0005
C 0.220 -5.576 -0.833  0.0015
C -1.026 -4.970 -0.772  -0.0011
C -1.132 -3.594 -0.889  0.0065
C -0.184 3.592 -0.970  0.0449
O -1.196 2.740 -0.605  0.0457
H -2.835 4.345 0.362  -0.0003
H -3.026 4.424 -1.415  -0.0001
H -3.499 5.801 -0.401  0.0004
H 0.502 6.868 -1.249  -0.0002
H 2.722 5.970 -1.908  0.0000
H 3.059 3.515 -2.002  0.0001
H 2.288 1.333 -1.845  0.0002
H 2.153 -2.828 -1.278  -0.0005
H 2.335 -5.291 -1.075  0.0000
H 0.302 -6.649 -0.722  0.0001
H -1.914 -5.569 -0.626  0.0000
H -2.098 -3.111 -0.835  -0.0037
C -0.719 0.963 1.758  -0.0528
C -0.340 -0.450 2.065  0.0093
C 0.980 -0.878 1.926  -0.0057
C 1.319 -2.202 2.137  0.0019
C 0.334 -3.121 2.483  -0.0054
C -0.985 -2.704 2.651  0.0024
C -1.314 -1.378 2.444  -0.0084
C 0.675 -4.513 2.640  0.0005
N 0.944 -5.625 2.737  -0.0029
H 0.109 1.655 1.916  0.0041
H -1.593 1.290 2.331  -0.0030
H 1.748 -0.165 1.649  -0.0008
H 2.343 -2.532 2.025  -0.0001
H -1.742 -3.421 2.938  -0.0001
H -2.339 -1.054 2.581  0.0012

Results
* charge: +1
* E: -36946.0316 eV
* strongest force on any atom: 0.8 eV/A
* energy above the lowest of the compared OMol25 structures with the same formula, charge and spin: 0.0 kJ/mol
* orbital gap (alpha / beta): 0.2424 / 0.2521 Eh
* highest occupied orbital energy (alpha / beta): -11.7 / -11.7 eV
* 2S+1: 2

---

Entry from the OMol25 dataset: a 3-piece molecular cluster, C4H11NO2 overall (wB97M-V/def2-TZVPD).

Each line ends with the natural charge from an NBO analysis.
Positions of all 18 atoms, in Å:
C 0.125 0.358 0.126  0.4004
C -1.190 0.169 -0.313  -0.1358
C 1.046 1.289 -0.593  -0.6989
C 0.644 -0.366 1.317  -0.7029
N -0.305 -1.272 -1.402  -0.4296
O -1.362 1.742 0.844  -0.9586
O 0.073 -2.452 -0.688  -0.6118
H -1.652 1.439 1.715  0.4380
H -0.712 -3.009 -0.752  0.4694
H 0.571 -0.984 -1.839  0.3181
H -1.571 0.680 -1.180  0.2344
H -1.853 -0.509 0.200  0.2190
H 2.042 0.849 -0.698  0.2256
H 1.137 2.196 0.006  0.2724
H 0.663 1.570 -1.573  0.2277
H 1.093 -1.309 0.984  0.2711
H -0.152 -0.617 2.016  0.2291
H 1.403 0.225 1.830  0.2325

Results
* charge: 0
* E: -9905.7150 eV
* strongest force on any atom: 0.7 eV/A
* energy above the lowest of the compared OMol25 structures with the same formula, charge and spin: 629.7 kJ/mol
* orbital gap (alpha / beta): 0.3008 / 0.3008 Eh
* highest occupied orbital energy (alpha / beta): -7.7 / -7.7 eV
* 2S+1: 1

---

Repeat the third record exactly.
Entry from the OMol25 dataset: C23H18N3O3Tc as an isolated structure (wB97M-V/def2-TZVPD).

Each line ends with the Mulliken spin population.
Positions of all 48 atoms, in Å:
Tc -1.260 0.948 -0.251  1.0125
C -2.788 4.989 -0.515  -0.0026
O -1.517 5.627 -0.623  -0.0014
C -0.387 4.971 -0.949  -0.0129
C 0.685 5.802 -1.280  -0.0012
C 1.917 5.297 -1.647  -0.0005
C 2.108 3.930 -1.695  -0.0065
C 1.068 3.068 -1.346  -0.0282
C 1.341 1.658 -1.423  0.0020
N 0.547 0.718 -1.049  -0.0280
N 0.928 -0.598 -1.257  0.0012
C -0.081 -1.375 -1.088  0.0096
O -1.309 -0.827 -0.852  0.0234
C 0.018 -2.826 -1.068  -0.0007
C 1.271 -3.438 -1.144  0.0002
C 1.367 -4.811 -1.027  -0.0005
C 0.220 -5.576 -0.833  0.0015
C -1.026 -4.970 -0.772  -0.0011
C -1.132 -3.594 -0.889  0.0065
C -0.184 3.592 -0.970  0.0449
O -1.196 2.740 -0.605  0.0457
H -2.835 4.345 0.362  -0.0003
H -3.026 4.424 -1.415  -0.0001
H -3.499 5.801 -0.401  0.0004
H 0.502 6.868 -1.249  -0.0002
H 2.722 5.970 -1.908  0.0000
H 3.059 3.515 -2.002  0.0001
H 2.288 1.333 -1.845  0.0002
H 2.153 -2.828 -1.278  -0.0005
H 2.335 -5.291 -1.075  0.0000
H 0.302 -6.649 -0.722  0.0001
H -1.914 -5.569 -0.626  0.0000
H -2.098 -3.111 -0.835  -0.0037
C -0.719 0.963 1.758  -0.0528
C -0.340 -0.450 2.065  0.0093
C 0.980 -0.878 1.926  -0.0057
C 1.319 -2.202 2.137  0.0019
C 0.334 -3.121 2.483  -0.0054
C -0.985 -2.704 2.651  0.0024
C -1.314 -1.378 2.444  -0.0084
C 0.675 -4.513 2.640  0.0005
N 0.944 -5.625 2.737  -0.0029
H 0.109 1.655 1.916  0.0041
H -1.593 1.290 2.331  -0.0030
H 1.748 -0.165 1.649  -0.0008
H 2.343 -2.532 2.025  -0.0001
H -1.742 -3.421 2.938  -0.0001
H -2.339 -1.054 2.581  0.0012

Results
* charge: +1
* E: -36946.0316 eV
* strongest force on any atom: 0.8 eV/A
* energy above the lowest of the compared OMol25 structures with the same formula, charge and spin: 0.0 kJ/mol
* orbital gap (alpha / beta): 0.2424 / 0.2521 Eh
* highest occupied orbital energy (alpha / beta): -11.7 / -11.7 eV
* 2S+1: 2

---

What is the charge in the first record?
+1